1.
{"formula": "C22H25F2N3O5S", "method": "ωB97M-V with the def2-TZVPD basis set", "e_homo_ev": -8.356, "max_force_ha_per_bohr": 0.358, "relative_energy_kcal_mol": 455.68, "e_tot_ha": -1991.026395, "homo_lumo_gap_ha": 0.30854, "species": ["O", "C", "C", "N", "C", "C", "C", "C", "C", "O", "C", "O", "C", "N", "S", "O", "O", "C", "C", "C", "C", "F", "C", "C", "N", "C", "C", "C", "C", "C", "F", "C", "C", "H", "H", "H", "H", "H", "H", "H", "H", "H", "H", "H", "H", "H", "H", "H", "H", "H", "H", "H", "H", "H", "H", "H", "H", "H"], "coordinates": [[4.054806, 0.122168, 0.482624], [3.200713, 0.903609, 0.631539], [2.486056, 0.846227, 2.077938], [1.197829, 0.454236, 2.165425], [1.106095, -0.912405, 2.303965], [0.842315, -1.746537, 3.538040], [0.947152, -3.125109, 3.323193], [-0.358197, -3.769639, 4.156658], [-1.315130, -2.603357, 3.754641], [-0.574845, -1.194835, 3.724210], [0.310688, 1.147631, 1.830854], [0.384142, 2.500352, 1.859528], [-1.291516, 0.720291, 1.817196], [-1.955047, 1.647906, 0.902676], [-1.130589, 1.206910, -0.744165], [-0.881743, 2.829524, -1.226435], [0.154502, 0.650706, -0.695959], [-2.456007, 0.676514, -1.763507], [-3.151971, 1.697857, -2.381627], [-4.151919, 1.124804, -3.320744], [-4.279962, -0.435018, -3.392488], [-5.330297, -0.945976, -4.147910], [-3.260498, -1.278857, -2.746276], [-2.439649, -0.597429, -1.898887], [2.705477, 1.800102, -0.177753], [3.459164, 1.850634, -1.597102], [2.314541, 1.385909, -2.333522], [1.417228, 2.317855, -2.931783], [0.340576, 1.464932, -3.798153], [0.249253, 0.107291, -3.849365], [-0.899984, -0.336961, -4.557346], [1.133885, -0.610567, -3.300527], [1.989916, -0.157194, -2.359794], [2.611703, 1.935043, 2.457516], [3.211030, 0.380774, 2.947926], [2.225618, -1.416610, 1.848746], [0.574039, -1.305622, 1.323288], [1.277728, -1.007052, 4.284042], [1.904433, -3.374009, 3.911350], [1.047015, -3.434699, 2.312912], [-0.631467, -4.639373, 4.019723], [-0.208706, -3.697387, 5.243362], [-1.786815, -2.811138, 2.593473], [-2.123080, -2.284702, 4.413567], [-1.739479, 0.831762, 2.905312], [-1.281376, -0.121343, 1.391936], [-1.955579, 2.489670, 1.100831], [-3.183607, 2.886656, -2.264971], [-4.790119, 1.501447, -3.952141], [-3.344807, -2.215392, -2.835969], [-1.548725, -1.166064, -1.397013], [2.035375, 2.377473, 0.118216], [4.301443, 1.447407, -1.582382], [3.508799, 3.028798, -1.669286], [1.416084, 3.312935, -2.828604], [-0.356198, 2.104268, -4.323632], [1.180530, -1.708505, -3.475454], [2.839176, -0.855911, -1.887894]], "forces_ev_per_angstrom": [[3.97, -2.83, -1.76], [-3.98, 0.51, 4.55], [7.06, 4.73, 2.85], [6.62, -7.17, 3.33], [3.45, -7.18, -6.24], [-2.32, 9.88, -0.63], [0.99, -4.41, 4.52], [3.66, 11.84, 0.88], [-1.52, 1.74, -2.72], [-0.55, -6.02, 0.66], [-12.34, 13.63, -0.03], [0.51, -4.93, -1.18], [1.52, 8.00, 4.01], [0.58, -13.92, -4.28], [-1.63, 14.65, 0.53], [-1.69, -6.05, 1.43], [0.93, -3.66, 0.91], [1.98, 5.35, 1.81], [-4.59, 0.66, -3.42], [4.71, -6.40, 4.99], [2.08, 2.45, 0.83], [2.02, 0.73, 1.22], [-4.06, 8.34, -1.41], [2.34, -6.61, -0.03], [5.89, -2.58, -2.86], [-9.54, 7.87, 3.45], [-2.87, -2.14, -2.81], [-1.25, -10.50, -2.30], [1.88, 4.32, 2.29], [-5.99, 6.46, -4.13], [1.89, -0.30, 0.68], [4.29, -7.67, 3.59], [4.93, 3.24, -0.06], [-0.77, -1.36, -0.75], [-1.84, 0.30, -2.70], [-2.64, 1.68, 1.39], [0.01, 0.34, 2.25], [0.66, -2.42, 0.28], [-1.20, -0.42, -1.16], [-0.21, -0.23, -0.88], [-2.73, -8.50, -2.43], [0.47, 0.25, -0.27], [1.34, 0.64, 3.19], [-0.18, -0.90, -0.04], [1.15, -0.61, -2.40], [-0.88, -7.23, -2.44], [1.16, 10.59, 1.79], [0.83, -3.25, 0.07], [-3.27, 3.09, -2.97], [-0.21, -7.22, -0.68], [-1.92, 0.82, -0.85], [-3.35, 3.09, 0.97], [7.05, -3.90, 0.33], [0.48, -2.35, -0.49], [-0.01, 3.48, 0.02], [-0.30, -0.28, 0.01], [-0.41, 0.71, 0.14], [-2.22, 1.65, -1.04]]}



2.
{"formula": "C22H25HfN7O6", "method": "ωB97M-V with the def2-TZVPD basis set", "e_homo_ev": -15.156, "max_force_ha_per_bohr": 0.068, "relative_energy_kcal_mol": 0.00, "charge": 2, "e_tot_ha": -1735.864469, "homo_lumo_gap_ha": 0.31180, "species": ["Hf", "O", "C", "C", "N", "C", "C", "O", "O", "C", "C", "O", "O", "H", "H", "H", "H", "H", "H", "H", "H", "H", "N", "C", "N", "C", "N", "N", "C", "N", "C", "C", "C", "C", "C", "N", "H", "H", "H", "H", "H", "H", "H", "H", "C", "C", "O", "C", "C", "C", "C", "C", "C", "H", "H", "H", "H", "H", "H", "H", "H"], "coordinates": [[0.179650, 0.937530, 0.253718], [-0.599762, -0.012192, 2.104768], [0.412316, -0.536996, 3.062645], [1.472946, 0.508216, 3.211486], [1.902346, 1.000557, 1.918206], [2.975777, 0.150142, 1.426350], [3.038671, 0.256875, -0.074348], [4.002782, -0.148036, -0.701397], [1.995247, 0.953070, -0.643970], [2.239318, 2.441523, 2.171576], [1.065311, 3.349274, 1.900830], [0.983002, 4.489668, 2.294318], [0.031819, 2.682901, 1.276325], [-1.225807, 0.541648, 2.581644], [0.717056, -1.515601, 2.630895], [-0.096498, -0.718827, 4.026887], [2.325504, 0.065880, 3.736595], [1.052578, 1.372316, 3.772599], [2.843936, -0.904597, 1.756297], [3.954760, 0.441527, 1.851420], [3.028593, 2.747963, 1.470001], [2.591859, 2.546364, 3.211677], [-3.164579, -0.897298, 0.438122], [-3.233100, 0.134478, -0.396317], [-4.401589, 0.357524, -0.998313], [-4.460705, 1.502860, -1.724545], [-5.582361, 1.661383, -2.437216], [-3.462987, 2.404048, -1.865829], [-2.302449, 1.967027, -1.377687], [-2.088337, 0.888376, -0.569594], [-1.171157, 2.792114, -1.683221], [-1.311216, 4.185726, -1.955497], [-0.187650, 4.943612, -2.285239], [1.028239, 4.270899, -2.395312], [1.084671, 2.916104, -2.123198], [0.046440, 2.223491, -1.640281], [-4.032476, -1.420622, 0.639292], [-2.336677, -1.115483, 0.958836], [-6.336372, 0.990410, -2.323656], [-5.661681, 2.539445, -2.948462], [-2.320137, 4.642989, -1.879670], [-0.264632, 5.996415, -2.506996], [1.934158, 4.776834, -2.725158], [2.009925, 2.325127, -2.264556], [-0.395163, -2.176640, -2.195211], [0.167276, -2.324610, -0.830503], [0.300348, -1.257941, -0.076663], [0.663907, -3.674418, -0.398352], [0.197803, -4.876416, -1.016707], [0.660774, -6.097911, -0.568720], [1.501833, -6.193651, 0.550388], [1.971896, -5.030747, 1.158871], [1.581609, -3.794599, 0.659768], [-0.084990, -1.187385, -2.535196], [-1.493069, -2.192481, -2.174536], [-0.078544, -2.979005, -2.881552], [-0.410713, -4.841340, -1.913375], [0.317177, -7.003832, -1.063217], [1.802723, -7.150576, 0.972928], [2.621880, -5.062125, 2.035450], [1.998521, -2.890985, 1.102603]], "forces_ev_per_angstrom": [[0.44, 0.32, -0.87], [-0.04, -0.43, 0.53], [-0.98, -0.81, 0.05], [-0.74, -0.14, 0.96], [-0.57, 0.35, 0.45], [0.98, -0.08, 0.22], [1.72, 0.21, -2.10], [-2.08, 0.57, 1.02], [1.00, -1.59, 1.29], [1.25, -0.27, -0.91], [-1.98, 0.98, 0.90], [0.40, -1.80, -0.90], [0.87, 0.12, -0.16], [-0.20, 0.23, 0.25], [-0.03, 0.79, 0.24], [0.24, -0.03, -0.51], [-0.11, 0.31, 0.37], [0.26, -0.81, -0.07], [-0.20, 0.66, -0.41], [-0.31, -0.03, -0.28], [0.00, -0.05, 0.30], [0.04, 0.27, -0.60], [-0.94, -1.05, 0.51], [-0.42, 0.41, -0.18], [1.23, 0.68, 0.22], [-1.11, -1.44, -0.34], [0.84, 0.81, 0.45], [1.21, -1.07, 0.36], [-2.16, 0.25, 0.62], [-0.13, 0.27, -0.58], [1.41, 3.20, -0.34], [-0.81, -0.76, 0.09], [-0.07, -0.92, 0.17], [-0.04, 0.10, -0.46], [1.16, -0.24, 0.06], [-0.93, -0.14, -0.41], [0.91, 0.57, -0.27], [0.14, -0.01, 0.00], [0.20, 0.44, -0.14], [-0.38, -0.59, 0.10], [0.90, -0.46, -0.19], [-0.04, 0.10, 0.13], [-0.26, -0.11, 0.04], [-0.66, 0.68, 0.31], [-0.22, 0.06, -0.13], [1.21, 0.49, 1.53], [-0.38, -2.43, -1.55], [-0.51, 0.51, 0.01], [0.86, 0.90, -0.10], [-0.20, -0.40, 0.36], [-0.03, 0.37, 0.05], [-0.11, 0.27, -0.07], [-0.21, 0.31, 0.26], [-0.06, -0.10, -0.32], [0.09, 0.06, 0.14], [0.01, 0.55, 0.35], [-0.19, -0.01, 0.26], [0.11, 0.17, 0.10], [-0.13, 0.09, -0.34], [-0.10, -0.13, -0.40], [-0.16, -0.16, -0.07]]}



3.
{"formula": "C22H25N2O4Pb", "method": "ωB97M-V with the def2-TZVPD basis set", "e_homo_ev": -3.872, "max_force_ha_per_bohr": 0.093, "relative_energy_kcal_mol": 64.92, "charge": -1, "e_tot_ha": -1456.427999, "homo_lumo_gap_ha": 0.23501, "species": ["C", "C", "C", "H", "C", "C", "H", "C", "C", "C", "H", "C", "C", "H", "H", "H", "H", "H", "H", "Pb", "C", "C", "C", "H", "H", "H", "H", "H", "H", "C", "C", "H", "H", "O", "N", "C", "H", "C", "C", "H", "C", "H", "C", "H", "C", "H", "C", "H", "H", "H", "O", "N", "O", "O"], "coordinates": [[-1.478152, -3.282850, -0.243732], [-2.045485, -1.967620, -0.101056], [-1.335649, -1.073179, -0.988341], [-2.850386, -1.686189, 0.561609], [-0.336442, -1.860901, -1.692020], [-0.433995, -3.210950, -1.230075], [0.393781, -1.470460, -2.383736], [0.516709, -2.330538, 2.974272], [-0.869144, -1.979826, 2.803967], [-0.943068, -0.624746, 2.380342], [-1.706039, -2.657575, 2.929778], [0.411796, -0.084740, 2.275858], [1.305792, -1.171520, 2.643712], [-1.508170, -0.014500, -1.117085], [0.229474, -4.017828, -1.510959], [-1.781179, -4.163343, 0.310203], [2.384380, -1.130740, 2.619759], [-1.840042, -0.072471, 2.138696], [0.919819, -3.289787, 3.264480], [0.296177, -1.759380, 0.580119], [0.815339, 1.307138, 1.907081], [1.893125, 1.737279, 2.884067], [-0.387599, 2.234079, 1.965964], [1.504581, 1.678066, 3.909492], [2.194162, 2.766004, 2.676648], [2.775523, 1.094291, 2.818669], [-0.793657, 2.262115, 2.985452], [-1.183722, 1.918309, 1.282535], [-0.077057, 3.249455, 1.696174], [1.355398, 1.244987, 0.456513], [1.965361, 2.513417, -0.112855], [0.540916, 0.930133, -0.214467], [2.122248, 0.450487, 0.378043], [2.347477, 3.481089, 0.544461], [2.075522, 2.522770, -1.473922], [1.521119, 1.555601, -2.414071], [2.425266, 3.392738, -1.853681], [0.073849, 1.766411, -2.781809], [-0.495557, 0.938418, -3.748974], [0.110314, 0.155595, -4.204025], [-1.823830, 1.095864, -4.124783], [-2.249747, 0.442264, -4.881460], [-2.607787, 2.081561, -3.528088], [-3.647898, 2.203416, -3.818013], [-2.052494, 2.905223, -2.555181], [-2.651705, 3.676267, -2.079853], [-0.714373, 2.751260, -2.182323], [-0.282517, 3.406943, -1.428494], [1.643145, 0.538694, -2.005779], [2.135618, 1.593381, -3.322374], [1.638809, -5.600475, 1.572205], [0.541484, -5.048144, 1.775087], [-0.464222, -5.556020, 2.328100], [0.422733, -3.839473, 1.333872]], "forces_ev_per_angstrom": [[-0.87, 0.86, -1.70], [0.30, -0.60, -1.92], [-1.03, -1.40, -1.81], [0.13, -0.05, 0.02], [-2.68, -0.46, -1.29], [-1.58, 0.31, -1.15], [0.03, -0.05, -0.01], [-0.14, 2.54, 2.06], [1.13, 0.37, 0.91], [1.69, 0.95, 1.18], [0.20, 0.07, -0.11], [-1.26, -1.06, 2.67], [-1.23, 0.54, 2.40], [-0.03, 0.01, 0.05], [-0.07, 0.07, 0.11], [0.17, 0.23, -0.05], [0.01, -0.06, 0.04], [0.02, -0.09, 0.02], [-0.12, 0.50, 0.29], [4.05, 0.36, -0.98], [0.12, -0.49, -0.51], [0.23, 0.69, 0.40], [0.00, 0.49, 0.11], [0.07, -0.09, -0.22], [0.08, -0.13, 0.11], [-0.11, 0.06, 0.00], [0.05, -0.06, -0.22], [0.11, 0.00, 0.06], [-0.10, -0.05, 0.00], [0.22, 0.29, 0.01], [-0.04, 0.44, 0.37], [0.14, 0.14, 0.24], [-0.16, 0.32, 0.07], [-0.23, -0.61, -0.60], [0.05, 0.02, -0.48], [0.47, -0.10, 0.34], [-0.04, -0.11, 0.10], [-0.43, 0.23, -0.01], [-0.10, 0.08, -0.05], [-0.13, 0.13, 0.05], [0.06, 0.02, 0.03], [0.05, 0.08, 0.14], [0.10, 0.00, 0.04], [0.14, -0.03, 0.04], [0.23, -0.10, 0.00], [0.04, -0.10, -0.06], [-0.04, -0.10, -0.17], [-0.09, -0.14, -0.11], [0.02, 0.32, -0.13], [-0.11, -0.02, 0.14], [-1.04, -0.36, 0.80], [-0.25, 0.83, -1.15], [1.46, 0.07, -0.34], [0.55, -4.73, 0.24]]}



4.
{"formula": "C22H25N3O4", "method": "ωB97M-V with the def2-TZVPD basis set", "e_homo_ev": -8.563, "max_force_ha_per_bohr": 0.017, "relative_energy_kcal_mol": 56.96, "e_tot_ha": -1318.556798, "homo_lumo_gap_ha": 0.29770, "species": ["C", "O", "C", "C", "C", "C", "C", "O", "C", "C", "O", "C", "O", "N", "C", "C", "C", "N", "C", "C", "C", "C", "C", "C", "C", "N", "C", "C", "C", "H", "H", "H", "H", "H", "H", "H", "H", "H", "H", "H", "H", "H", "H", "H", "H", "H", "H", "H", "H", "H", "H", "H", "H", "H"], "coordinates": [[-2.014521, 2.139584, -7.078374], [-1.588205, 1.185178, -6.133345], [-1.640467, 1.497290, -4.818378], [-2.074081, 2.716123, -4.299430], [-2.081974, 2.920206, -2.935147], [-1.643763, 1.933594, -2.050485], [-1.661348, 2.232630, -0.617658], [-2.608618, 3.087842, -0.254459], [-0.757773, 1.786375, 0.315929], [-0.765556, 2.335615, 1.645567], [-1.624128, 3.067801, 2.133728], [0.543601, 1.931821, 2.296323], [0.964391, 2.253806, 3.385131], [1.202727, 1.180485, 1.380275], [2.559495, 0.736148, 1.578681], [2.698454, -0.744899, 1.946202], [1.985436, -1.086706, 3.257979], [1.428293, -2.429379, 3.229086], [0.522341, -2.643072, 4.338651], [2.457754, -3.448037, 3.206119], [0.429856, 0.868553, 0.188129], [0.025658, -0.593107, 0.223982], [-0.863646, -1.061316, 1.183279], [-1.157989, -2.412544, 1.224241], [-0.546954, -3.247622, 0.301572], [0.295731, -2.813630, -0.619289], [0.574888, -1.524745, -0.652796], [-1.227642, 0.708772, -2.576116], [-1.228491, 0.494428, -3.934286], [-1.404346, 3.046980, -7.035345], [-1.887772, 1.666682, -8.050666], [-3.067834, 2.400160, -6.937298], [-2.409254, 3.508967, -4.948990], [-2.420508, 3.864645, -2.538260], [-2.507791, 3.290514, 0.718498], [3.127877, 0.939786, 0.664117], [2.958046, 1.350068, 2.392004], [3.763889, -0.968585, 2.017659], [2.276883, -1.362251, 1.153519], [2.674400, -0.947653, 4.109232], [1.151055, -0.397832, 3.400786], [-0.268123, -1.894932, 4.308099], [0.073044, -3.630903, 4.243474], [1.024125, -2.579296, 5.316827], [3.078458, -3.320938, 2.322365], [3.102368, -3.416938, 4.099187], [1.984051, -4.427271, 3.153762], [1.026614, 1.068110, -0.712271], [-1.312255, -0.375437, 1.888427], [-1.841521, -2.808300, 1.957844], [-0.737291, -4.312168, 0.293627], [1.276774, -1.217190, -1.420062], [-0.945532, -0.093975, -1.916967], [-0.918829, -0.453436, -4.344679]], "forces_ev_per_angstrom": [[-0.08, 0.19, -0.18], [0.09, -0.21, 0.27], [0.04, -0.07, 0.28], [-0.01, -0.03, -0.38], [0.10, -0.14, 0.28], [-0.22, 0.18, -0.28], [0.22, -0.06, 0.40], [0.03, 0.04, 0.04], [-0.13, 0.22, 0.15], [-0.61, 0.20, -0.57], [0.25, -0.07, 0.12], [0.47, 0.13, 0.41], [-0.18, 0.06, 0.08], [-0.15, 0.16, -0.06], [0.38, -0.20, 0.16], [-0.07, 0.14, 0.16], [-0.06, -0.07, -0.28], [0.07, 0.02, 0.15], [0.08, 0.00, -0.11], [-0.10, 0.07, -0.07], [-0.17, -0.16, -0.33], [0.06, -0.34, -0.15], [0.09, -0.13, -0.22], [0.03, 0.18, -0.07], [-0.20, -0.06, 0.17], [0.23, -0.44, -0.33], [-0.12, 0.45, 0.22], [-0.06, 0.20, 0.08], [-0.01, 0.05, -0.27], [-0.03, -0.04, 0.01], [-0.03, 0.08, 0.06], [0.05, 0.00, 0.01], [-0.02, 0.05, -0.08], [-0.04, 0.07, 0.01], [0.11, -0.15, -0.12], [-0.03, 0.06, 0.09], [0.01, 0.00, -0.16], [0.04, -0.02, -0.07], [0.11, -0.04, 0.06], [-0.06, 0.04, 0.03], [0.03, 0.03, 0.07], [-0.08, 0.04, 0.05], [-0.06, -0.05, 0.07], [-0.01, 0.00, 0.05], [0.10, -0.06, -0.04], [0.04, -0.01, 0.04], [0.06, -0.08, -0.01], [-0.04, -0.02, 0.09], [-0.08, 0.04, 0.09], [-0.06, -0.07, 0.09], [-0.09, -0.09, 0.08], [0.07, 0.16, -0.05], [0.02, -0.07, 0.01], [0.03, -0.13, -0.05]]}